Molecular formula: C17H59ClO25
Method: DFT, wB97M-V/def2-TZVPD

Last column: Löwdin charge in e.
Element x y z (Å)
C  1.059  -3.695  -0.579  -0.1190
C  0.511  -2.951  -1.811  -0.6692
Cl  -0.050  -4.211  -2.991  0.6131
C  1.529  -2.026  -2.501  -0.1643
C  1.964  -0.968  -1.511  -0.1628
C  3.221  -1.008  -0.940  -0.0194
C  3.584  -0.063  -0.021  -0.0494
C  2.720  0.932  0.347  -0.0091
C  1.474  0.994  -0.210  -0.1054
C  1.102  0.045  -1.149  -0.0393
C  -0.290  0.211  -1.720  -0.2581
O  -0.566  0.105  -2.900  0.1274
C  -1.319  0.578  -0.680  -0.1145
C  -2.553  -0.013  -0.691  0.0096
C  -3.443  0.364  0.292  -0.0581
C  -3.085  1.309  1.209  -0.0526
C  -1.844  1.895  1.223  -0.0152
C  -0.947  1.516  0.258  -0.1214
C  0.461  2.044  0.173  -0.2606
O  0.754  3.212  0.364  0.1351
H  1.960  -3.253  -0.151  0.0749
H  0.276  -3.701  0.179  0.0721
H  1.284  -4.741  -0.779  0.0560
H  -0.361  -2.391  -1.478  0.0863
H  2.368  -2.590  -2.912  0.1227
H  1.002  -1.575  -3.342  0.1021
H  3.893  -1.814  -1.215  0.1276
H  4.580  -0.136  0.397  0.0865
H  3.041  1.646  1.098  0.1362
H  -2.788  -0.766  -1.433  0.1359
H  -4.403  -0.126  0.281  0.1046
H  -3.816  1.569  1.969  0.1203
H  -1.576  2.634  1.969  0.1341
O  -3.768  2.580  -2.554  -0.0533
H  -3.755  2.696  -3.515  -0.0087
H  -2.846  2.427  -2.325  0.0260
O  0.255  -0.396  2.776  -0.0258
H  0.874  -0.083  2.107  0.0225
H  -0.560  0.084  2.586  0.0311
O  6.773  0.964  0.067  -0.0466
H  7.483  1.542  0.366  0.0503
H  6.635  1.215  -0.855  0.0173
O  5.531  1.830  -2.921  -0.0554
H  5.275  2.558  -3.503  0.0370
H  4.712  1.340  -2.785  0.0521
O  -0.736  -2.271  5.080  -0.0593
H  -0.921  -2.993  4.470  0.0361
H  -0.504  -1.535  4.502  0.0001
O  -6.181  1.020  -0.212  -0.0589
H  -5.570  1.330  -0.897  0.0448
H  -7.000  1.496  -0.398  0.0556
O  -1.569  -6.743  -0.710  -0.0558
H  -1.675  -7.478  -1.323  0.0482
H  -1.355  -5.991  -1.278  -0.0060
O  -6.601  3.493  1.136  -0.0590
H  -6.344  2.587  0.901  -0.0009
H  -5.789  3.885  1.478  0.0287
O  -3.707  -2.066  3.834  -0.0707
H  -3.096  -1.700  4.483  0.0055
H  -4.426  -2.424  4.369  0.0058
O  -5.536  6.570  1.543  -0.0608
H  -5.773  7.302  0.960  0.0224
H  -6.374  6.119  1.697  0.0255
O  -4.532  -5.517  -0.208  -0.0624
H  -4.760  -6.354  0.207  0.0303
H  -3.694  -5.699  -0.649  -0.0034
O  -6.109  7.128  -1.360  -0.0606
H  -6.368  6.321  -0.899  0.0186
H  -5.314  6.872  -1.838  0.0423
O  6.580  3.073  -5.343  -0.0486
H  6.615  3.187  -6.297  0.0449
H  7.498  2.940  -5.086  0.0465
O  -6.810  4.067  -2.498  -0.0541
H  -6.201  4.328  -3.197  0.0298
H  -7.620  4.547  -2.699  0.0393
O  0.703  -5.776  1.590  -0.0549
H  0.703  -5.525  2.518  0.0391
H  0.098  -6.525  1.544  0.0336
O  6.555  -2.402  0.668  -0.0521
H  6.415  -1.467  0.491  0.0005
H  6.904  -2.415  1.568  0.0171
O  -4.699  -3.503  6.363  -0.0475
H  -4.090  -3.134  7.011  0.0454
H  -5.422  -3.857  6.890  0.0421
O  6.976  -5.032  -1.214  -0.0660
H  7.005  -4.140  -0.848  -0.0042
H  6.121  -5.371  -0.934  0.0292
O  6.805  3.961  -1.584  -0.0617
H  6.647  3.221  -2.186  -0.0204
H  7.020  4.700  -2.161  0.0351
O  -7.515  3.681  4.404  -0.0613
H  -6.693  3.908  4.849  0.0303
H  -7.280  3.664  3.467  -0.0024
O  7.089  -0.836  3.245  -0.0447
H  6.948  0.099  3.063  0.0413
H  7.439  -0.852  4.141  0.0481
O  -3.343  2.850  -5.424  -0.0394
H  -3.531  2.114  -6.016  0.0569
H  -3.136  3.584  -6.011  0.0523
O  9.934  -1.858  1.581  -0.0600
H  9.209  -1.674  0.975  0.0144
H  9.717  -2.719  1.951  0.0332

Output
- Gap between HOMO and LUMO: 9.17 eV
- Max |F|: 1.84 eV/Å
- Total charge: 0
- E_LUMO: -0.759 eV
- Molar mass: 699.087 g mol⁻¹